ORCA calculation (wB97M-V/def2-TZVPD) on a 3-piece molecular cluster, C8H12FO6 overall.

Properties
- Frontier orbital gap: 0.303 Eh
- Charge: -1
- Energy: -863.3484 hartree
- Strongest force on any atom: 6.7 eV Å⁻¹
- 2S+1: 1
- LUMO: 3.1468 eV

Geometry as XYZ:
```
27
Properties=species:S:1:pos:R:3:forces:R:3:nbo_charge:R:1
F -0.30430 0.63478 -2.61041 0.07 -0.11 0.57 -0.97
C -2.84730 2.08678 -0.95141 0.62 -4.10 -0.62 -0.63
C -1.78430 1.39978 -0.10541 -0.22 0.00 -2.59 0.02
C -0.50230 2.14778 0.05859 1.61 -0.35 0.09 -0.08
O -0.33830 2.20578 1.51959 -1.07 0.79 0.32 -0.51
C -1.33330 1.48878 2.10859 -0.70 -0.06 -1.79 0.98
O -1.42830 1.21978 3.25859 0.22 0.15 0.54 -0.60
O -2.26030 1.06778 1.15759 1.01 0.47 2.42 -0.50
H -3.03430 3.05178 -0.80241 -0.74 4.06 1.32 0.19
H -3.74630 1.50178 -0.94941 -0.81 -0.22 0.75 0.21
H -2.64630 1.99378 -1.98941 1.18 -0.10 -1.02 0.26
H -1.44030 0.52778 -0.62741 -0.50 -0.82 -0.54 0.24
H -0.45830 3.02278 -0.63441 -0.02 0.20 1.57 0.21
H 0.39170 1.56778 -0.17641 -0.45 -0.15 -0.78 0.21
C 1.60470 -0.88022 1.28459 1.93 1.85 2.20 -0.68
C 1.13770 -1.67422 0.14159 -3.44 -0.42 0.38 0.07
C 1.87270 -1.53922 -1.09541 -1.06 -0.35 -2.45 -0.14
O 2.32970 -2.85522 -1.49641 -0.21 0.17 0.06 -0.50
C 1.91870 -3.72822 -0.53341 2.18 1.14 -2.27 0.97
O 2.23070 -4.85022 -0.41441 0.84 -2.95 -0.80 -0.62
O 1.24770 -3.13422 0.34059 -3.84 3.30 4.43 -0.48
H 1.95470 0.21378 1.21259 -1.72 -1.21 -0.85 0.25
H 2.51970 -1.13522 1.75959 1.74 -1.52 -0.41 0.22
H 1.06470 -1.01822 2.19559 -1.56 0.40 0.25 0.24
H 0.05370 -1.26722 -0.05741 1.47 -1.74 0.50 0.21
H 2.65670 -0.94422 -0.79541 2.38 1.45 -0.72 0.17
H 1.14070 -1.10422 -1.79841 1.08 0.14 -0.57 0.28
```
Forces are in eV/Å.

ORCA calculation (wB97M-V/def2-TZVPD) on C35H31F12N4O3ReS4 as an isolated structure.

Properties
- Frontier orbital gap (alpha / beta): 0.082 / 0.080 Eh
- Charge: +2
- Energy: -4665.6837 hartree
- Strongest force on any atom: 6.7 eV Å⁻¹
- 2S+1: 1
- LUMO (alpha / beta): -9.9098 / -9.9434 eV

Geometry as XYZ:
```
90
Properties=species:S:1:pos:R:3:forces:R:3:mulliken_charge:R:1
Re -0.17952 -0.97838 1.04910 1.66 -6.37 -1.37 0.71
C 4.77262 3.77118 0.29885 0.33 0.54 0.38 -1.55
C 3.52198 3.06554 0.73150 0.73 -0.65 0.23 1.01
C 2.29099 3.59793 0.41509 -1.21 -0.53 0.07 -1.00
C 1.13954 2.82484 0.65967 0.16 -0.08 0.99 -0.55
C 1.21889 1.54489 1.28656 -0.36 0.85 -0.33 -0.23
N 0.01047 0.86678 1.71173 -1.39 1.78 -0.13 0.03
C -1.02918 1.53267 2.40760 0.91 -0.94 0.93 1.04
C -0.84806 2.85034 2.85705 0.82 2.50 -0.55 -0.48
C -1.87977 3.65033 3.40850 1.32 -1.52 0.02 -1.37
C -3.01831 2.98514 3.85188 -1.50 1.10 -0.49 0.40
C -4.11371 3.64524 4.65114 0.36 0.08 1.46 -1.35
C -3.25443 1.65470 3.47966 1.67 -1.14 -0.45 -0.92
C -2.23196 0.89553 2.90308 -1.22 -0.01 -0.69 -0.22
C -2.51092 -0.58939 2.78229 -0.73 -0.42 0.67 0.91
O -1.38584 -1.34229 2.43850 -0.39 2.38 -0.55 -0.59
C -2.88829 -1.17743 4.19083 -1.18 -0.77 0.56 0.58
F -1.93919 -0.96559 5.08324 0.33 0.62 -0.06 -0.22
F -3.04166 -2.49546 4.10217 0.07 -0.08 -0.51 -0.24
F -4.06113 -0.70135 4.67179 0.83 0.12 -0.08 -0.23
C -3.65834 -0.94620 1.74854 -0.90 0.19 0.60 0.70
F -3.77146 -0.02032 0.79590 0.30 0.44 -0.18 -0.19
F -3.33296 -2.07842 1.15955 -0.45 -0.45 -0.05 -0.19
F -4.88261 -1.03281 2.33149 1.19 -0.16 -0.52 -0.24
C 2.50204 0.98149 1.50910 0.42 0.35 0.25 -0.56
C 3.60936 1.81260 1.38902 0.65 0.11 -0.03 -0.81
C 2.65386 -0.50746 1.79659 -0.15 1.07 1.57 1.01
O 1.68771 -1.16319 1.05661 -0.16 -0.10 0.47 -0.05
C 3.99159 -1.02733 1.35646 3.00 -2.24 -0.66 0.40
F 4.15935 -0.80723 0.04536 -0.11 0.06 0.51 -0.25
F 4.02355 -2.38282 1.55670 -0.22 1.55 -0.12 -0.23
F 5.11433 -0.55407 2.00381 -1.93 -0.18 -0.48 -0.26
C 2.52158 -0.77630 3.35617 -0.64 -0.89 2.07 0.76
F 1.19594 -0.90227 3.69596 0.26 0.38 -0.87 -0.19
F 2.98365 0.28000 4.03072 0.08 -0.14 -0.45 -0.26
F 3.08346 -1.87522 3.90649 -0.08 1.02 -1.34 -0.23
H 4.47802 4.77244 -0.08903 0.58 -0.80 -0.09 0.35
H 5.42776 3.94586 1.16961 -0.18 -0.07 -0.24 0.39
H 5.39262 3.16650 -0.41711 -0.82 0.64 0.43 0.33
H 2.28578 4.62778 0.04903 -0.50 -0.52 -0.27 0.39
H 0.12356 3.14345 0.46909 0.15 0.46 -0.32 0.85
H 0.18150 3.26093 2.64965 -1.46 -0.08 0.55 0.60
H -1.79810 4.71018 3.61631 0.49 -0.15 0.04 0.49
H -5.05409 3.72845 4.09501 0.20 -0.07 -0.09 0.36
H -4.31477 2.93712 5.50519 -0.02 0.74 -0.68 0.38
H -3.87458 4.64636 5.11362 -0.01 -1.08 -0.77 0.38
H -4.20819 1.17545 3.69927 0.37 0.26 0.14 0.73
H 4.62585 1.54718 1.79626 -1.34 -0.11 -0.81 0.50
N -0.65923 0.16057 -1.85086 0.20 -0.36 0.02 -0.42
C -0.54178 -0.40929 -0.70054 -0.36 1.44 0.40 1.07
C -5.18797 3.58658 -4.46393 -0.51 -1.39 -0.44 -1.27
C -4.50790 2.17998 -4.42575 0.08 0.39 -0.84 -0.24
C -4.45759 1.60233 -3.01605 0.05 -1.71 -0.17 -0.78
S -2.79468 1.67233 -2.14966 0.99 -0.46 -1.14 0.64
O -1.84474 2.69500 -2.71753 -1.32 0.38 0.59 -0.68
C -1.81282 0.16848 -2.80175 -1.41 -1.19 1.06 -0.57
C -1.26037 0.10017 -4.22096 -1.06 1.51 -0.72 -0.75
C -0.25400 1.21600 -4.68984 0.03 -0.27 -0.44 -1.20
H -5.34163 3.92912 -5.50179 0.41 -0.03 0.49 0.37
H -4.55698 4.25357 -3.89420 -0.08 0.47 0.03 0.31
H -6.20430 3.52005 -4.03405 0.51 0.13 0.04 0.34
H -3.48031 2.30021 -4.80312 -0.14 0.04 0.16 0.11
H -4.95776 1.44487 -5.13477 0.00 0.61 0.66 0.39
H -4.84245 0.52051 -2.99929 1.00 1.22 0.12 0.34
H -5.11828 2.08780 -2.30397 0.04 0.44 0.07 0.57
H -2.40372 -0.75243 -2.63053 0.18 0.48 0.17 0.67
H 0.05412 0.72373 -2.35894 0.36 -0.54 1.11 0.37
H -2.14396 0.16014 -4.89469 0.42 -0.19 0.48 0.34
H -0.89842 -0.92021 -4.30193 0.43 -0.03 -0.29 0.49
H 0.74984 0.79776 -4.74520 0.10 -0.05 -0.17 0.39
H -0.20143 2.09539 -4.03751 -0.30 -0.29 -0.11 0.32
H -0.50395 1.60627 -5.71931 0.16 -0.58 1.16 0.33
S 0.94765 -4.63440 -4.28438 0.53 0.11 1.99 -0.18
C 0.93555 -4.56816 -2.59711 0.81 -0.43 -0.73 0.08
S -0.53940 -4.05552 -1.79145 0.26 0.25 -0.04 -0.06
C 0.19206 -4.28580 -0.22232 1.16 -0.78 -1.59 0.39
N 1.35050 -4.86258 -0.31339 0.29 1.31 0.66 -0.72
N 1.87729 -4.91444 -1.58507 -2.50 0.79 -0.74 0.65
C 3.32137 -4.97640 -1.61675 -0.09 -0.90 -0.19 0.11
C 3.99175 -4.30820 -0.59485 0.74 -0.59 -0.74 0.12
C 5.33057 -4.64369 -0.32451 -0.44 -0.50 -1.21 -0.54
C 5.98977 -5.62008 -1.12459 -0.12 0.58 0.55 -0.51
C 5.26164 -6.29932 -2.11805 -0.30 1.49 0.69 -0.60
C 3.94345 -5.92073 -2.42114 -0.01 -1.60 0.30 -0.41
S -0.51316 -3.62334 1.20722 0.13 1.96 -0.15 -0.12
H 3.42074 -3.55112 -0.09953 0.14 -0.06 0.54 0.26
H 5.83047 -4.20826 0.52341 0.21 0.27 -0.03 0.43
H 7.08147 -5.80414 -0.94294 -1.35 -0.16 -0.11 0.34
H 5.66057 -7.17051 -2.57027 0.51 -0.41 -0.67 0.41
H 3.36911 -6.58955 -3.10373 0.37 0.95 0.52 0.31
```
Forces are in eV/Å.

ORCA calculation (wB97M-V/def2-TZVPD) on C35H37CdF5OP2Te as an isolated structure.

Properties
- Frontier orbital gap: 0.227 Eh
- Energy: -3048.7885 hartree
- Strongest force on any atom: 2.3 eV Å⁻¹
- 2S+1: 1
- LUMO: -0.4332 eV

Geometry as XYZ:
```
82
Properties=species:S:1:pos:R:3:forces:R:3:mulliken_charge:R:1
Cd -1.80397 -1.29583 0.73549 -1.16 -0.41 1.55 0.87
C 2.05315 1.66794 -3.24502 0.37 -0.32 -0.25 -0.35
C 2.88952 0.97783 -2.46175 0.13 0.06 -0.81 -0.19
C 4.03413 1.58266 -1.68302 0.25 0.01 0.13 -0.92
C 3.78814 2.98168 -1.04763 0.37 -0.33 -0.16 -1.31
C 2.41093 3.26121 -0.51630 -0.26 0.81 0.04 -0.01
C 1.43862 3.83503 -1.23709 0.64 0.62 0.40 -0.64
C 1.51205 4.13782 -2.70377 -0.05 -0.04 -0.49 -1.14
C 2.28636 3.11674 -3.57991 -0.05 0.58 0.18 -0.97
C -3.11748 -0.95999 2.49746 -0.73 -0.75 -0.12 -1.82
H 1.23243 1.16878 -3.77983 0.39 0.04 0.31 0.43
H 2.85445 -0.11967 -2.46355 -0.28 0.41 0.09 0.68
H 4.92254 1.69099 -2.33206 -0.24 -0.22 0.17 0.41
H 4.32933 0.88175 -0.88423 -0.12 0.15 -0.25 0.27
H 4.49623 3.08453 -0.21333 -0.13 0.01 -0.21 0.44
H 4.06938 3.74978 -1.78259 -0.15 -0.15 0.39 0.34
H 2.30598 3.14516 0.56950 -0.10 0.25 -0.45 0.97
H 0.59380 4.33508 -0.75625 0.24 -0.60 -0.04 0.76
H 1.98328 5.12767 -2.85584 -0.25 -0.24 0.08 0.34
H 0.48202 4.22675 -3.08489 0.27 -0.01 0.10 0.38
H 1.99373 3.30848 -4.62069 0.09 -0.16 0.17 0.51
H 3.35946 3.35664 -3.51136 -0.43 -0.28 -0.20 0.28
H -4.15784 -1.13087 2.18505 0.10 -0.01 0.45 0.40
H -3.05882 -0.04189 3.09827 0.15 -0.09 -0.35 0.66
H -2.81024 -1.80407 3.13868 -0.29 0.37 -0.16 0.39
P 0.29771 -1.74759 -0.50014 -1.70 -0.27 0.25 1.18
P -0.80617 0.89067 1.60717 -0.59 -0.94 0.26 0.31
C 1.10528 -0.20574 -0.15730 0.59 1.56 0.49 -0.12
C 0.71983 0.78189 0.71439 1.47 0.04 -0.83 -0.41
C 1.42909 -3.12476 -0.20701 0.49 -0.08 -0.10 0.14
C 2.80982 -3.00566 -0.44634 -0.38 -0.19 -0.02 -0.12
C 3.63150 -4.11265 -0.26241 0.04 -0.26 0.15 -0.51
C 3.09425 -5.32640 0.19343 -0.34 0.29 -0.05 -0.55
C 1.71859 -5.43655 0.44705 0.59 0.04 -0.11 -0.48
C 0.89034 -4.34000 0.25393 0.00 0.43 -0.22 -0.37
C -0.33582 -1.77894 -2.20746 0.25 -0.16 -0.53 1.01
C -1.39655 -0.92264 -2.58186 0.45 -0.48 -0.05 -0.45
C -1.86791 -0.94738 -3.89317 0.17 -0.02 0.06 -0.67
C -1.29849 -1.82112 -4.82766 0.19 -0.05 0.18 -0.60
C -0.29451 -2.71737 -4.43835 -0.34 0.25 -0.03 -0.60
C 0.17191 -2.71413 -3.12409 -0.13 0.36 0.03 -0.61
C -0.51656 1.19085 3.35820 0.22 0.50 0.36 0.70
C 0.08165 0.17243 4.13310 -0.25 0.50 -0.15 -0.62
C 0.23978 0.35361 5.50604 0.00 0.21 -0.07 -0.60
C -0.19855 1.53809 6.11312 -0.04 -0.02 -0.29 -0.50
C -0.80468 2.54394 5.34767 0.11 -0.23 0.10 -0.59
C -0.96678 2.37732 3.97228 0.21 -0.48 0.11 -0.38
C -1.97378 2.09475 0.93439 0.27 0.60 -0.07 0.38
C -3.36036 1.84258 0.93603 0.27 -0.03 0.00 -0.45
C -4.23190 2.76901 0.36937 0.24 0.24 -0.03 -0.75
C -3.72872 3.94860 -0.19280 0.11 -0.05 -0.04 -0.53
C -2.35114 4.21019 -0.18081 -0.16 -0.14 0.08 -0.48
C -1.47684 3.28900 0.39943 -0.53 0.00 -0.04 -0.45
H 2.03295 -0.06576 -0.72167 -0.16 0.16 0.77 -0.41
H 1.43445 1.57749 0.94580 0.05 -0.55 -0.42 0.47
H 3.22730 -2.05567 -0.78321 -0.04 -0.27 0.04 0.18
H 4.69871 -4.03633 -0.48016 -0.31 -0.02 0.14 0.42
H 3.74527 -6.18463 0.36029 -0.14 0.23 -0.10 0.37
H 1.28929 -6.37680 0.78822 0.11 0.22 -0.02 0.47
H -0.17641 -4.40516 0.45348 0.14 0.01 -0.04 0.27
H -1.86940 -0.26560 -1.84293 0.24 -0.05 -0.26 0.12
H -2.67925 -0.27791 -4.18781 0.26 -0.24 0.09 0.41
H -1.64592 -1.80321 -5.86150 0.07 -0.07 0.31 0.37
H 0.12311 -3.41817 -5.16137 -0.14 0.17 0.19 0.41
H 0.92105 -3.44283 -2.80200 -0.16 0.34 -0.15 0.37
H 0.39660 -0.75754 3.65481 -0.09 0.24 0.15 0.37
H 0.70763 -0.43282 6.10299 -0.19 0.27 -0.17 0.38
H -0.07127 1.67237 7.18827 -0.06 -0.03 -0.31 0.37
H -1.15085 3.46144 5.82893 0.11 -0.30 -0.15 0.38
H -1.45251 3.15142 3.37532 0.16 -0.21 0.16 0.35
H -3.73995 0.92674 1.38877 0.10 0.31 -0.22 0.33
H -5.30558 2.56800 0.37515 0.35 0.10 -0.03 0.43
H -4.41831 4.66891 -0.64378 0.29 -0.24 0.17 0.37
H -1.96124 5.13418 -0.61191 -0.15 -0.23 0.12 0.43
H -0.40764 3.47390 0.45362 -0.38 -0.02 0.00 0.48
F -1.69149 -5.90746 1.72813 -0.81 0.21 -0.04 -0.45
Te -3.16438 -4.70755 1.59550 0.42 1.31 -0.19 2.01
F -4.19236 -6.02128 2.53059 0.86 1.04 -0.84 -0.39
F -2.69856 -4.01843 3.31220 -0.29 -0.73 -0.74 -0.43
F -3.77948 -5.48256 -0.01414 0.14 -0.10 0.81 -0.41
F -4.70086 -3.59394 1.62017 0.50 -0.81 0.08 -0.42
O -2.13905 -3.46703 0.67671 -0.86 -2.01 0.66 -0.89
```
Forces are in eV/Å.

> Look up the 2S+1 of the second one.

1

> Which of these has the lowest strongest force on any atom?

C35H37CdF5OP2Te

> energy of number 2 (C35H31F12N4O3ReS4)?

-4665.6837 hartree